No. 1
Below is an isolated molecule of C22H24N4O3S, with properties calculated with wB97M-V/def2-TZVPD.

Structure (XYZ):
```
54
Properties=species:S:1:pos:R:3:lowdin_charge:R:1
S -0.71614 3.20742 -0.41623 1.12
O 5.62890 0.73265 -0.44659 -0.05
O 4.32809 -1.09100 -0.88547 -0.05
O 0.73426 1.99227 2.70540 0.07
N -4.34264 -0.29181 0.00956 -0.05
N -4.81571 1.74021 -0.96448 0.13
N -3.20039 3.38740 -1.43327 0.07
N 1.89955 1.48412 0.84106 -0.04
C -1.59512 -2.52792 -1.03223 -0.08
C 3.88216 0.09824 1.15248 -0.05
C -3.73679 -2.52590 0.72015 -0.03
C -2.41557 -1.41964 -0.95296 -0.03
C -5.76610 -0.54744 0.12357 -0.03
C 3.12974 1.34262 1.59744 -0.12
C -2.34341 2.68564 -0.70541 -0.53
C 3.36062 1.14990 -1.08291 -0.05
C -2.91395 -3.63285 0.62934 -0.08
C -3.48694 -1.39725 -0.05929 -0.25
C 0.76405 1.79042 1.50356 -0.48
C -1.56828 1.06347 0.81604 -0.23
C 4.31581 0.21261 -0.32165 -0.50
C -0.48035 1.87183 0.68776 -0.38
C -1.62160 -0.02961 1.83349 0.00
C -1.83606 -3.63824 -0.23934 -0.10
C -2.63892 1.47792 -0.04107 -0.12
C -3.93131 0.96648 -0.33313 -0.22
C -4.42051 2.89725 -1.45863 -0.21
C 1.93954 1.06059 -0.54539 -0.14
C 6.49095 -0.32558 -0.79817 -0.15
C 5.55834 -1.27737 -1.54912 -0.15
H 7.29939 0.07746 -1.40668 0.13
H 2.85369 1.27922 2.65282 0.13
H 3.36958 0.87799 -2.13860 0.13
H -2.23386 -0.56994 -1.59377 0.12
H -0.76907 -2.52885 -1.72810 0.10
H 5.83747 -2.32743 -1.46955 0.13
H -6.02664 -1.46973 -0.39504 0.10
H 3.75979 2.22791 1.45701 0.14
H -1.00782 0.25306 2.68591 0.08
H 4.76791 -0.04238 1.77190 0.13
H -6.05659 -0.62989 1.17413 0.09
H -1.19374 -4.50293 -0.30516 0.10
H -1.24274 -0.96947 1.43388 0.08
H -4.56633 -2.53262 1.40961 0.11
H -2.64259 -0.18364 2.17139 0.09
H -3.11607 -4.49651 1.24527 0.10
H 1.28869 1.69984 -1.14512 0.09
H 1.58426 0.02461 -0.63358 0.14
H -6.29778 0.28627 -0.32892 0.07
H 6.90065 -0.80583 0.10082 0.13
H 3.24713 -0.78339 1.24811 0.13
H 3.74129 2.16641 -0.98603 0.13
H 5.47302 -0.99060 -2.60602 0.13
H -5.17186 3.48404 -1.96884 0.11
```

The value obtained for the HOMO energy is -7.9 eV. The gap between HOMO and LUMO comes out at 8.431 eV. Its spin multiplicity is 1. Its energy is -1695.69545 Eh. Its energy above the lowest of the compared OMol25 structures with the same formula, charge and spin is 33.21 kcal per mole.

No. 2
Below is an isolated ion of composition C4H8NO2 and charge -1 in a non-equilibrium geometry, with properties calculated with wB97M-V/def2-TZVPD.

Structure (XYZ):
```
15
Properties=species:S:1:pos:R:3:lowdin_charge:R:1
O -0.58259 -1.08362 1.69264 -0.11
O 1.67341 0.10686 0.94718 -0.16
N -0.96752 -0.63746 -0.56340 0.00
C -0.03963 0.31640 -0.97852 -0.43
C 1.43426 0.28434 -0.41775 -0.28
C -0.61880 1.75801 -1.15679 -0.09
C -1.12060 -1.18251 0.60192 -0.55
H 2.02633 -0.39589 -0.98186 0.07
H -0.01265 2.59599 -1.04572 0.02
H -2.04769 -1.96641 0.67404 0.10
H -1.09258 2.00199 -2.12601 0.06
H -1.52126 1.85407 -0.59914 0.04
H 0.18675 0.16473 -2.08702 0.11
H 0.84752 -0.47955 1.32425 0.08
H 1.72832 1.44393 -0.62658 0.12
```

The value obtained for the HOMO energy is -3.9 eV. The gap between HOMO and LUMO comes out at 8.102 eV. Its spin multiplicity is 1. Its charge is -1. Its energy is -362.42762 Eh. Its energy above the lowest of the compared OMol25 structures with the same formula, charge and spin is 60.62 kcal per mole.

No. 3
Below is a 2-piece molecular cluster, C29H34ClNO4S overall in a non-equilibrium geometry, with properties calculated with wB97M-V/def2-TZVPD.

Structure (XYZ):
```
70
Properties=species:S:1:pos:R:3:lowdin_charge:R:1
Cl 1.69191 -0.58554 4.72247 0.60
S 0.81672 -0.72353 7.52765 0.56
O 0.46909 -2.12563 7.43440 -0.37
O 3.95407 0.87014 13.26988 0.05
O 4.36156 -1.29828 13.23770 0.05
O -0.22110 0.27689 7.65162 -0.36
N 3.86438 -0.26182 12.73630 -0.32
C 4.21266 0.69771 1.47549 -0.22
C 1.99895 -2.35253 1.54754 -0.04
C -0.43870 -1.50008 0.27198 -0.15
C -5.12646 2.51469 2.74730 -0.05
C 3.16027 -0.37297 11.50292 -0.16
C 1.95906 -0.29683 6.31972 -0.88
C 1.58141 0.03475 0.61832 -0.11
C 2.12210 1.36209 0.42853 -0.17
C -2.56622 -2.86092 -0.05786 -0.04
C 2.31010 -1.73063 9.68131 -0.03
C -1.93444 -1.46215 -0.12554 -0.31
C 1.30853 2.44656 -0.21067 -0.04
C -2.29214 -1.54219 2.94638 -0.04
C 2.57653 0.76758 10.92298 0.02
C -2.75060 -0.43192 0.65178 -0.12
C 3.69229 -0.58141 1.68183 -0.01
C -4.31174 1.49474 2.01278 -0.27
C -3.40286 0.59661 -0.05146 -0.22
C 1.86067 0.65069 9.73095 -0.04
C -2.90018 -0.49518 2.05199 -0.19
C 3.40620 1.65394 0.84851 0.01
C 2.42245 -0.94742 1.26906 -0.17
C 5.59838 1.04582 1.91057 -0.03
C -3.67496 0.46509 2.70416 0.00
C 1.72659 -0.59476 9.09975 -0.24
C -3.30209 0.70307 -1.55025 -0.05
C -4.16692 1.54218 0.62677 -0.01
C 3.02602 -1.62432 10.87451 0.02
C 0.27588 -0.22198 0.19749 0.10
H -0.37189 -1.84656 1.30297 0.09
H -2.00273 -3.56666 -0.68116 0.08
H -2.60227 -3.25428 0.96328 0.07
H 6.21584 1.35317 1.05658 0.10
H 1.67997 -2.88017 0.64185 0.09
H 1.20585 -2.40791 2.30625 0.08
H -4.66442 2.33019 0.05719 0.11
H -3.78980 0.40227 3.78929 0.13
H -0.24148 0.55948 -0.35969 0.12
H 3.48096 -2.49739 11.33544 0.12
H 1.04823 2.21065 -1.25160 0.09
H -1.77294 -2.34350 2.42161 0.04
H 1.88484 3.38074 -0.21800 0.09
H -5.54977 3.23842 2.04440 0.07
H 1.39285 1.53585 9.30688 0.12
H -3.07660 -2.02169 3.55470 0.10
H -3.59520 -2.81794 -0.43576 0.09
H -1.58250 -1.09090 3.66058 0.09
H 2.86757 0.20393 6.62140 0.01
H 2.68598 1.72805 11.41996 0.12
H 2.19544 -2.70674 9.21668 0.12
H -1.94432 -1.18279 -1.18510 0.11
H 5.59103 1.88001 2.62373 0.10
H 0.37534 2.63567 0.33716 0.10
H -2.26582 0.84640 -1.88985 0.08
H -5.95093 2.04544 3.29990 0.09
H 4.31950 -1.32539 2.17826 0.13
H -4.51434 3.05909 3.47822 0.09
H -3.87904 1.56845 -1.89552 0.08
H 3.80318 2.65933 0.69046 0.13
H 0.04737 -2.25978 -0.36817 0.14
H 6.07267 0.18355 2.38770 0.08
H -3.70700 -0.18572 -2.05486 0.09
H 2.84257 -2.91619 1.96571 0.09
```

The value obtained for the HOMO energy is -5.5 eV. The gap between HOMO and LUMO comes out at 2.590 eV. Its spin multiplicity is 1. Its energy is -2339.28111 Eh.

No. 4
Below is C20H21BrNO2PtSSbSe4 as an isolated structure, with properties calculated with wB97M-V/def2-TZVPD.

Structure (XYZ):
```
52
Properties=species:S:1:pos:R:3:lowdin_spin:R:1
Pt 0.08645 -0.54472 1.46160 0.05
Sb 3.50941 1.64885 0.79289 0.00
Br -0.51635 -3.50258 3.20867 0.07
Se 5.94512 1.69168 1.40531 0.70
Se 2.68201 -0.58839 1.49753 0.00
Se 4.34327 1.77822 -1.52275 0.29
Se 2.23092 3.52863 1.57750 0.00
S 1.16272 0.27756 -1.30764 0.01
O -1.57164 -0.41597 7.32046 0.06
O -0.06594 -0.35947 -0.66237 0.01
N 0.07448 -0.76762 3.45920 0.20
C 0.46070 1.05761 -2.78552 0.00
C -0.37603 2.22036 -2.34716 0.00
C -1.12159 -1.72711 5.35569 0.01
C 0.33845 -2.93746 -1.83012 0.00
C -0.18720 0.48948 5.49585 0.06
C -1.72150 2.04490 -2.03726 0.00
C -2.47556 3.11013 -1.57132 0.00
C -0.96542 -0.55744 6.07192 0.21
C 0.91894 -2.24648 -4.05633 0.00
C -0.71650 -3.97510 -3.73111 0.00
C 0.29707 0.34132 4.23460 0.06
C 1.08738 -2.12256 -2.68039 0.00
C -0.55730 -3.85456 -2.35585 0.00
C 2.02800 -1.11461 -2.10954 0.00
C -0.54015 4.52912 -1.67873 0.00
C -0.61771 -1.79712 4.07356 0.26
C 0.02632 -3.17107 -4.58267 0.00
C -1.88719 4.35530 -1.39513 0.00
C -1.95704 -0.55120 1.43314 0.00
C 0.21353 3.46537 -2.15145 0.00
H -1.61926 -2.58453 5.79006 0.00
H -2.47098 5.18121 -1.00713 0.00
H 1.49989 -1.61507 -4.71993 0.00
H -2.29493 0.48264 1.28690 0.00
H 0.45044 -2.82951 -0.75746 0.00
H -1.33979 0.46015 7.64388 0.00
H -2.32946 -1.15094 0.59390 0.00
H 0.90142 1.10813 3.76310 0.00
H 1.27821 3.58387 -2.32140 0.00
H -0.11128 0.31205 -3.34164 0.00
H -1.14091 -4.47066 -1.68345 0.00
H -2.39604 -0.93194 2.35956 0.00
H 2.69615 -0.66503 -2.84256 0.00
H -0.08941 -3.25920 -5.65638 0.00
H 0.04299 1.39495 6.04700 0.01
H 2.63213 -1.51614 -1.29485 0.00
H 1.32693 1.38392 -3.36338 0.00
H -0.06348 5.48433 -1.50072 0.00
H -1.42144 -4.69118 -4.13631 0.00
H -2.16250 1.06007 -2.12847 0.00
H -3.51628 2.95780 -1.31330 0.00
```

The value obtained for the HOMO energy (spin up / spin down) is 0.6 / -2.0 eV. The gap between HOMO and LUMO (spin up / spin down) comes out at 3.525 / 5.763 eV. Its spin multiplicity is 3. Its charge is -2. Its energy is -13917.51169 Eh.